16
Properties=species:S:1:pos:R:3 method="wB97M-V/def2-TZVPD" s2=0.75 spin_multiplicity=2 orbital_gap_ev="4.7795 / 8.5310" total_energy_ha=-587.52443 mol_weight_da=224.71 homo_ev="-4.4 / -8.2"
C 2.113 1.796 -0.219
O 0.849 1.938 -0.765
Sr -0.923 3.390 -0.686
H 2.255 0.785 0.214
H 2.912 1.929 -0.977
H 2.315 2.523 0.593
C -1.483 0.094 -0.235
O -0.979 -0.832 -1.062
C -0.468 -1.914 -0.324
C -1.028 -1.680 1.077
O -1.540 -0.346 1.005
O -2.071 1.085 -0.635
F 0.895 -1.831 -0.336
H -0.756 -2.854 -0.805
H -1.848 -2.364 1.317
H -0.243 -1.718 1.839

=====

13
Properties=species:S:1:pos:R:3 method="wB97M-V/def2-TZVPD" smiles="CC1=CCC1" spin_multiplicity=1 orbital_gap_ev=10.0639 de_lowest_kcal_mol=53.87 total_energy_ha=-195.20619 mol_weight_da=68.12 homo_ev=-8.9
C 1.893 -0.106 0.009
C 0.465 0.242 0.124
C -0.472 1.179 -0.026
C -1.635 0.206 0.033
C -0.635 -0.964 0.046
H 2.411 0.491 -0.686
H 1.916 -1.112 -0.042
H 2.540 0.250 0.836
H -0.355 2.174 -0.204
H -2.380 0.414 0.955
H -2.333 0.322 -0.922
H -0.637 -1.456 -1.022
H -0.777 -1.641 0.899

=====

40
Properties=species:S:1:pos:R:3 method="wB97M-V/def2-TZVPD" spin_multiplicity=1 orbital_gap_ev=3.7017 de_lowest_kcal_mol=42.38 total_energy_ha=-1785.16950 mol_weight_da=360.46 homo_ev=-6.2
C -3.669 0.030 1.855
C -2.978 -1.173 1.833
C -1.605 -1.181 1.828
C -0.868 0.031 1.851
C 0.534 0.030 1.830
S 1.494 1.501 1.881
C 3.094 0.754 1.609
C 3.081 -0.691 2.080
S 1.492 -1.442 1.755
C -1.605 1.242 1.888
C -2.978 1.234 1.889
H -4.747 0.030 1.839
H -3.526 -2.102 1.812
H -1.063 -2.110 1.824
H 3.316 0.820 0.541
H 3.856 1.349 2.122
H 3.870 -1.288 1.611
H 3.245 -0.745 3.159
H -1.064 2.171 1.930
H -3.528 2.162 1.903
C -1.180 3.247 7.672
N -0.439 2.024 7.530
C 0.029 1.421 8.708
O -0.190 1.925 9.794
N 0.753 0.226 8.605
C 1.238 -0.405 9.808
C 0.995 -0.335 7.364
C 0.526 0.273 6.185
C -0.229 1.508 6.240
O -0.655 2.061 5.240
N 0.900 -0.491 5.150
C 1.566 -1.515 5.700
N 1.651 -1.464 7.023
H -1.483 3.603 6.690
H -2.057 3.071 8.290
H -0.558 3.993 8.162
H 1.772 -1.317 9.545
H 1.906 0.278 10.330
H 0.396 -0.642 10.457
H 1.999 -2.319 5.116

=====

39
Properties=species:S:1:pos:R:3 method="wB97M-V/def2-TZVPD" spin_multiplicity=1 orbital_gap_ev="5.2571 / 6.3803" de_lowest_kcal_mol=95.31 total_energy_ha=-1908.30247 mol_weight_da=346.54 homo_ev="-5.9 / -7.0"
C 3.195 2.179 -0.572
C 0.781 1.348 -2.755
C 2.763 0.987 -1.437
H 3.105 1.947 0.498
C 1.195 0.066 -3.184
H -0.226 1.575 -3.159
H 3.171 1.249 -2.434
H 0.737 -0.296 -4.114
C 2.884 -0.457 -1.294
H 2.625 -0.921 -0.316
H 3.941 -0.731 -1.488
C 1.928 3.029 -0.959
H 2.095 4.108 -0.870
H 1.126 2.760 -0.257
C 1.415 2.710 -2.416
H 2.218 2.925 -3.133
H 0.625 3.437 -2.643
C 2.020 -1.038 -2.474
H 2.650 -1.512 -3.245
H 1.369 -1.877 -2.113
Mg 0.065 -0.027 -1.652
H 4.155 2.680 -0.667
Cl -2.965 3.074 0.470
C -2.635 1.492 0.995
C -3.255 0.946 2.113
C -2.953 -0.345 2.551
Cl -3.760 -0.958 3.932
C -1.990 -1.165 1.883
C -1.601 -2.462 2.279
C -0.645 -3.144 1.552
C -0.064 -2.546 0.421
N -0.421 -1.322 0.008
C -1.357 -0.623 0.720
C -1.694 0.721 0.260
O -1.152 1.223 -0.796
H -3.983 1.545 2.647
H -2.058 -2.907 3.155
H -0.324 -4.143 1.833
H 0.693 -3.073 -0.161

=====

12
Properties=species:S:1:pos:R:3 method="wB97M-V/def2-TZVPD" smiles="C=COC(=S)[C@H](F)Cl" spin_multiplicity=1 orbital_gap_ev=8.3158 de_lowest_kcal_mol=97.88 total_energy_ha=-1188.15116 mol_weight_da=154.59 homo_ev=-9.5
C 2.709 0.906 -1.977
C 1.505 0.905 -1.213
O 0.927 -0.279 -1.065
C -0.029 -0.617 -0.101
S -0.923 -2.036 -0.163
C -0.052 0.417 0.911
F 0.202 -0.078 2.335
Cl -1.600 1.221 0.574
H 3.185 1.867 -2.471
H 3.202 0.107 -2.587
H 0.851 1.816 -0.879
H 0.711 1.290 0.585

=====

12
Properties=species:S:1:pos:R:3 method="wB97M-V/def2-TZVPD" charge=+1 s2=2.01 spin_multiplicity=3 orbital_gap_ev="7.3706 / 6.6630" de_lowest_kcal_mol=0.00 total_energy_ha=-1200.91664 mol_weight_da=152.99 homo_ev="-11.9 / -15.7"
C 0.310 1.169 0.951
C -1.569 0.071 0.260
C 0.522 -0.563 -0.724
N -1.031 1.034 0.983
N 1.020 0.643 -0.096
N -0.850 -0.689 -0.577
Cl 1.048 -2.054 0.255
Cl 2.678 0.826 -0.428
H 0.957 1.813 1.587
H -2.552 0.022 0.503
H 0.789 -0.762 -1.702
H -1.321 -1.511 -1.012